C28H27CrN3O7PS3 as an isolated structure at a distorted geometry. Source: OMol25; level of theory: ωB97M-V with the def2-TZVPD basis set.

Geometry as XYZ:
```
70
Properties=species:S:1:pos:R:3:mulliken_charge:R:1
Cr -0.561 -1.223 0.675 0.22
O -0.411 -4.243 3.440 -0.50
C -0.350 -3.453 2.369 0.70
O -0.352 -2.228 2.442 -0.25
C -0.382 -4.124 1.017 -0.49
O -1.235 -3.360 0.178 -0.47
C -2.628 -3.494 0.490 -0.66
C -3.237 -2.174 1.100 0.61
O -4.379 -2.226 1.501 -0.70
O -2.449 -1.184 1.087 -0.24
H -0.460 -3.713 4.254 0.40
H -0.712 -5.166 1.092 0.42
H 0.612 -4.076 0.552 0.26
H -2.811 -4.318 1.186 0.45
H -3.166 -3.696 -0.444 0.43
O 3.769 1.754 1.786 -0.70
C 4.270 0.752 1.051 0.42
C 5.657 0.701 0.901 -0.70
C 6.256 -0.287 0.150 -0.40
C 5.478 -1.254 -0.474 -0.93
C 4.110 -1.239 -0.311 -0.61
C 3.479 -0.248 0.449 -0.03
C 2.031 -0.315 0.643 1.18
O 1.355 -1.332 0.209 -0.70
N 1.411 0.639 1.298 -0.94
N 0.100 0.393 1.435 0.78
C -0.574 1.298 2.202 -0.47
S -1.108 0.664 3.854 -0.17
C -0.731 2.189 4.809 -0.57
C -0.625 3.356 3.854 -0.69
S 0.381 2.819 2.446 0.00
H 2.792 1.688 1.809 0.68
H 6.244 1.458 1.398 0.45
H 7.331 -0.315 0.048 0.39
H 5.946 -2.020 -1.074 0.42
H 3.501 -2.010 -0.761 0.37
H 0.211 2.019 5.329 0.30
H -1.534 2.325 5.533 0.43
H -0.105 4.201 4.297 0.50
H -1.601 3.675 3.488 0.25
C -0.162 -1.824 -2.650 -1.67
P -0.708 -0.460 -1.554 2.28
C -2.340 -0.040 -2.253 0.58
C -3.279 -1.066 -2.323 -0.41
C -4.557 -0.821 -2.784 -0.78
C -4.925 0.463 -3.152 -0.58
C -3.995 1.487 -3.091 -0.74
C -2.704 1.240 -2.653 -0.28
C 0.373 0.929 -2.001 0.66
C 0.160 2.116 -1.300 -0.14
C 0.948 3.227 -1.524 -0.81
C 1.981 3.155 -2.446 -0.75
C 2.214 1.975 -3.131 -0.64
C 1.410 0.865 -2.925 -0.62
H -0.193 -1.517 -3.695 0.50
H -0.827 -2.673 -2.503 0.45
H 0.847 -2.115 -2.359 0.36
H -2.998 -2.064 -2.017 0.13
H -5.269 -1.629 -2.848 0.41
H -5.933 0.661 -3.483 0.39
H -4.278 2.488 -3.380 0.43
H -1.985 2.045 -2.619 0.40
H -0.639 2.161 -0.575 -0.17
H 0.758 4.137 -0.972 0.50
H 2.611 4.016 -2.621 0.41
H 3.032 1.921 -3.834 0.42
H 1.601 -0.045 -3.474 0.38
S -2.322 1.592 1.305 0.00
C -2.206 3.211 0.914 0.49
N -2.139 4.328 0.642 -0.61
```

The net charge is 0. As for the calculated total energy: -118494.5015 eV. The energy above the lowest of the compared OMol25 structures with the same formula, charge and spin comes out at 14.9 kcal/mol. Its spin multiplicity is 4. For the HOMO-LUMO gap (spin up / spin down), the calculation gives 6.65 / 6.87 eV.

C28H27F3LaN3O5 as an isolated structure at a distorted geometry. Source: OMol25; level of theory: ωB97M-V with the def2-TZVPD basis set.

Geometry as XYZ:
```
67
Properties=species:S:1:pos:R:3:mulliken_charge:R:1
La -0.718 -0.816 1.613 1.47
O -0.765 1.284 5.524 -0.72
C -0.508 0.961 4.323 0.29
O -1.325 0.471 3.385 -0.57
C 0.897 1.159 3.829 0.49
C 1.843 2.199 4.290 -0.63
C 3.048 2.344 3.627 -0.38
C 3.371 1.365 2.596 -0.93
C 2.381 0.495 2.113 1.14
N 1.270 0.351 2.853 0.03
C 2.551 -0.348 0.953 -0.20
O 3.672 -0.512 0.334 -0.88
O 1.528 -1.057 0.646 -0.09
H 1.478 2.883 5.069 0.39
H 3.696 3.175 3.800 0.44
H 4.242 1.640 2.013 0.39
C 2.004 2.627 -1.333 -1.19
C 0.840 3.473 -0.887 1.30
C 0.825 4.816 -1.206 -1.29
C -0.208 5.584 -0.617 -0.42
C -1.268 5.028 0.122 -1.09
C -1.363 3.606 0.298 1.21
C -2.540 3.151 0.977 -1.30
C -0.311 2.827 -0.348 -0.82
N -0.419 1.465 -0.366 0.98
C -0.898 0.921 -1.408 0.48
C -1.938 1.546 -2.261 -1.69
C -0.408 -0.431 -1.888 0.41
C 0.108 -0.649 -3.333 -1.83
N -0.538 -1.411 -1.067 0.88
C -0.759 -2.740 -1.367 -0.58
C 0.328 -3.619 -1.543 1.33
C 1.694 -3.022 -1.764 -1.57
C 0.047 -5.051 -1.419 -1.13
C -1.182 -5.450 -1.845 -0.54
C -2.291 -4.573 -1.855 -0.86
C -2.151 -3.274 -1.439 1.04
C -3.339 -2.463 -1.180 -1.26
H 2.906 3.223 -1.168 0.55
H 1.975 2.483 -2.445 0.17
H 2.047 1.682 -0.734 -0.06
H 1.571 5.223 -1.851 0.44
H -0.173 6.656 -0.797 0.33
H -1.928 5.724 0.639 0.26
H -2.791 2.080 1.091 -0.03
H -2.992 3.884 1.609 0.23
H -2.627 -3.302 2.585 0.09
H -2.915 1.523 -1.717 0.25
H -2.107 1.023 -3.215 0.53
H -1.737 2.569 -2.499 0.48
H 0.915 -1.384 -3.328 0.36
H 0.380 0.271 -3.888 0.38
H -0.724 -1.023 -3.910 0.45
H 1.985 -1.947 -1.432 0.11
H 1.839 -3.420 -2.777 0.41
H 2.435 -3.586 -1.116 0.40
H 0.896 -5.732 -1.208 0.36
H -1.319 -6.479 -2.151 0.35
H -3.261 -4.933 -2.208 0.32
H -4.206 -3.034 -1.483 0.46
H -3.351 -1.440 -1.638 0.15
H -3.511 -2.400 -0.124 0.22
F 0.606 -3.542 3.506 -0.28
C 1.153 -2.987 2.386 -0.19
F 1.558 -3.987 1.544 -0.26
F 2.347 -2.461 2.810 -0.24
O -1.870 -2.640 2.282 -0.56
```

The net charge is -2. As for the calculated total energy: -53193.9020 eV. The energy above the lowest of the compared OMol25 structures with the same formula, charge and spin comes out at 21.2 kcal/mol. For the HOMO-LUMO gap, the calculation gives 4.40 eV.

C28H27FMnN4O3STe as an isolated structure at a distorted geometry. Source: OMol25; level of theory: ωB97M-V with the def2-TZVPD basis set.

Geometry as XYZ:
```
66
Properties=species:S:1:pos:R:3:mulliken_charge:R:1
Mn 0.492 -3.393 0.026 0.45
C -0.842 3.121 3.975 -0.95
C 0.538 2.509 3.748 -1.02
N 0.528 1.500 2.684 0.14
C 0.404 0.201 3.033 0.00
C 0.334 -0.836 2.155 -0.68
C 0.202 -2.241 2.730 0.12
O 0.147 -2.358 3.937 -0.70
O 0.126 -3.182 1.857 -0.60
C 0.426 -0.571 0.758 2.09
O 0.434 -1.446 -0.143 -0.99
C 0.491 0.833 0.380 0.67
C 0.492 1.173 -0.973 -0.74
C 0.529 2.485 -1.348 0.44
F 0.457 2.775 -2.670 -0.34
C 0.599 3.527 -0.413 -0.53
C 0.611 3.183 0.931 -1.11
C 0.537 1.850 1.351 0.28
N 0.662 4.894 -0.762 0.13
C 1.280 5.362 -1.986 -0.92
C 0.271 5.697 -3.088 -0.65
N -0.738 6.661 -2.533 -0.10
C -1.409 6.099 -1.316 -0.80
C -0.336 5.812 -0.261 -0.64
H -0.776 3.915 4.718 0.37
H -1.536 2.365 4.341 0.34
H -1.249 3.533 3.051 0.28
H 0.876 2.019 4.657 0.47
H 1.275 3.275 3.507 0.43
H 0.350 -0.023 4.092 0.55
H 0.432 0.388 -1.715 0.62
H 0.697 3.986 1.649 0.58
H 1.987 4.630 -2.362 0.46
H 1.849 6.272 -1.752 0.36
H -0.263 4.810 -3.415 0.45
H 0.770 6.153 -3.942 0.36
H -1.430 6.898 -3.244 0.35
H -0.257 7.525 -2.273 0.37
H -1.905 5.174 -1.608 0.35
H -2.149 6.811 -0.956 0.44
H -0.822 5.405 0.622 0.38
H 0.144 6.756 0.029 0.34
C 1.929 -3.387 -1.484 -0.38
C 2.122 -4.774 -1.122 0.04
C 2.482 -5.116 0.201 0.25
C 2.670 -6.442 0.560 -1.00
C 2.474 -7.449 -0.377 0.56
C 2.050 -7.131 -1.675 -0.58
C 1.861 -5.819 -2.033 -0.84
C 2.757 -8.808 -0.034 -0.12
N 3.016 -9.897 0.227 -0.46
H 1.737 -3.194 -2.532 0.38
H 2.650 -2.685 -1.062 0.42
H 2.746 -4.337 0.912 0.49
H 2.984 -6.703 1.561 0.46
H 1.879 -7.925 -2.389 0.46
H 1.535 -5.563 -3.032 0.47
Te -1.250 -4.779 -1.376 0.07
C -3.213 -4.145 -0.987 -0.13
C -3.805 -3.809 0.197 -0.31
C -5.181 -3.487 0.062 -0.56
C -5.618 -3.590 -1.222 -0.39
S -4.352 -4.055 -2.280 -0.13
H -3.268 -3.808 1.136 0.45
H -5.821 -3.218 0.890 0.36
H -6.610 -3.421 -1.611 0.37
```

The net charge is +1. As for the calculated total energy: -93736.8058 eV. Its spin multiplicity is 5. For the HOMO-LUMO gap (spin up / spin down), the calculation gives 4.80 / 4.98 eV.

C28H27IN9O2Ti as an isolated structure. Source: OMol25; level of theory: ωB97M-V with the def2-TZVPD basis set.

Geometry as XYZ:
```
68
Properties=species:S:1:pos:R:3:mulliken_charge:R:1
Ti -0.031 -0.979 -0.068 -0.60
N 3.900 0.333 -3.208 -0.83
N 2.732 0.897 -2.646 0.29
N 2.976 1.635 -1.487 -0.90
C 1.977 1.326 -0.727 -0.31
N 1.142 0.380 -1.241 1.01
N 1.686 -0.003 -2.435 -0.51
H 3.668 0.103 -4.167 0.27
H 4.082 -0.548 -2.723 0.27
H 1.810 1.756 0.247 0.49
N -0.487 0.852 1.166 -0.19
C -1.324 1.645 1.307 0.60
C -2.298 2.623 1.442 -0.04
C -3.015 2.776 2.651 0.14
N -3.604 2.905 3.635 -0.59
C -2.593 3.422 0.315 0.21
N -2.825 4.051 -0.627 -0.62
I 3.278 -4.811 7.164 0.05
C 2.507 -3.903 5.444 0.02
C 1.161 -4.049 5.142 -0.53
C 0.658 -3.446 4.000 -0.36
C 1.493 -2.707 3.172 -0.08
C 2.838 -2.568 3.489 -0.36
C 3.353 -3.167 4.628 -0.54
C 0.947 -2.059 1.943 1.43
O 1.704 -1.368 1.209 -0.78
O -0.271 -2.208 1.646 -0.80
H 0.514 -4.623 5.790 0.37
H -0.387 -3.540 3.737 0.45
H 3.471 -1.986 2.832 0.46
H 4.400 -3.061 4.877 0.37
C -0.313 1.561 -4.085 -1.01
N -1.130 0.583 -3.332 1.32
C -2.003 -0.207 -4.231 -1.05
C -1.907 1.279 -2.247 -0.82
C -2.760 0.321 -1.465 0.66
C -4.136 0.527 -1.435 -0.54
C -4.950 -0.298 -0.670 -0.89
C -4.379 -1.342 0.041 -0.74
C -3.006 -1.551 -0.034 -0.27
C -2.144 -0.722 -0.759 0.96
H 0.313 1.024 -4.792 0.28
H 0.323 2.102 -3.389 0.36
H -0.984 2.246 -4.601 0.39
H -0.456 -0.058 -2.885 -0.87
H -2.746 0.464 -4.661 0.38
H -2.486 -0.988 -3.651 0.29
H -1.390 -0.661 -5.004 0.47
H -2.498 2.056 -2.733 0.29
H -1.159 1.758 -1.615 0.25
H -4.568 1.362 -1.976 0.36
H -6.016 -0.111 -0.619 0.36
H -4.996 -1.986 0.657 0.41
H -2.591 -2.369 0.550 0.42
C 0.501 -2.780 -1.302 -1.79
C -0.093 -3.000 -2.629 0.91
C -1.396 -3.513 -2.767 -0.19
C -1.961 -3.757 -4.008 -0.69
C -1.254 -3.493 -5.176 -0.41
C 0.031 -2.974 -5.067 -0.86
C 0.595 -2.724 -3.824 -0.05
H 1.589 -2.678 -1.361 0.38
H 0.260 -3.613 -0.633 0.61
H -1.968 -3.722 -1.870 0.29
H -2.966 -4.162 -4.063 0.38
H -1.689 -3.696 -6.147 0.36
H 0.608 -2.769 -5.964 0.36
H 1.598 -2.322 -3.756 0.36
```

The net charge is -1. As for the calculated total energy: -78195.9979 eV. The energy above the lowest of the compared OMol25 structures with the same formula, charge and spin comes out at 0.0 kcal/mol. Its spin multiplicity is 3. For the HOMO-LUMO gap (spin up / spin down), the calculation gives 5.66 / 6.79 eV.